49
Properties=species:S:1:pos:R:3 method="wB97M-V/def2-TZVPD" charge=+1 gap_ev=7.914 homo_ev=-11.832 e_above_lowest_kcal_mol=406.4 fmax_ev_per_a=16.709 total_energy_ev=-24683.37656 lumo_energy_ev=-3.9
C 5.091 0.946 -1.645
H 3.224 0.269 0.359
C 5.654 1.328 0.860
C -2.333 0.725 0.279
O 1.805 0.749 0.489
H 1.633 -2.600 0.690
H -2.700 1.528 0.621
H -6.628 0.725 -2.032
C 5.258 0.154 1.137
C 3.493 -1.613 0.743
H -6.192 -1.039 -1.656
H -0.516 -2.599 -0.319
C -5.144 0.583 0.262
C -3.025 -0.341 0.170
H -5.036 1.501 -0.566
H 4.294 1.750 -1.539
H 4.933 -0.048 2.356
H 5.372 -1.389 -1.179
C 6.245 1.293 -0.629
H 4.817 2.227 0.953
C -6.871 -0.209 -1.246
H -0.310 1.493 0.704
C -6.620 0.033 -0.042
H 2.013 -1.833 -1.125
O -4.345 -0.700 -0.051
C -2.231 -1.517 -0.157
H 3.231 -1.510 1.770
C 4.555 -0.549 -1.240
H 3.943 -2.668 0.528
C -1.007 -1.713 0.044
H 7.072 0.690 -0.525
H -2.936 -2.466 -0.193
H -7.441 1.658 1.474
C -7.615 1.270 0.583
H -6.790 -0.556 0.664
H 6.549 2.335 -1.183
H -8.689 0.935 0.591
H 5.388 0.679 -2.621
C -0.201 -0.652 0.293
C 1.931 -1.685 0.350
C -1.022 0.671 0.578
H 3.796 -0.827 -1.722
H -5.069 1.223 1.299
C 1.084 -0.341 0.461
H 5.881 -0.679 1.348
N 4.128 -0.609 0.280
H 6.530 1.701 1.427
H -7.408 2.252 -0.214
H -7.789 -0.576 -1.432



8
Properties=species:S:1:pos:R:3 method="wB97M-V/def2-TZVPD" gap_ev=7.898 homo_ev=-7.812 smiles="C=[PH]=C" e_above_lowest_kcal_mol=57.8 fmax_ev_per_a=1.886 total_energy_ev=-11440.00814 lumo_energy_ev=0.1
H 2.310 0.306 -0.217
P -0.019 0.605 -0.041
H 1.310 -1.191 -0.613
H -2.306 0.311 0.172
C 1.435 -0.281 0.038
C -1.392 -0.276 0.124
H -1.258 -1.100 -0.606
H -0.310 1.918 0.324



10
Properties=species:S:1:pos:R:3 method="wB97M-V/def2-TZVPD" charge=+1 gap_ev="6.304 / 7.236" homo_ev="-13.197 / -13.202" e_above_lowest_kcal_mol=0.0 fmax_ev_per_a=2.807 total_energy_ev=-65895.89353 lumo_energy_ev="-6.9 / -6.0" multiplicity=5
S 1.253 0.058 0.056
O 1.659 1.255 0.820
H -3.205 -1.774 1.128
S -0.277 1.815 -1.582
O -2.805 -1.796 0.259
Cr 0.763 3.075 0.282
N 0.057 0.225 -0.907
F 2.618 -0.273 -0.750
Mg -1.036 -1.376 -0.107
O 0.973 -1.208 0.802